i:
C3H3FS | ωB97M-V with the def2-TZVPD basis set

Last column: Löwdin charge in e.
Atoms and positions in Å:
S: 0.59 0.52 -2.01  0.690
F: -0.33 1.13 2.12  0.029
C: -0.05 0.87 0.83  -0.148
C: 0.25 -0.68 -1.02  -0.704
C: -0.51 -0.28 0.24  -0.165
H: 0.46 1.57 0.31  0.044
H: 0.59 -1.90 -1.10  0.139
H: -1.01 -1.22 0.61  0.115

## Properties
frontier orbital gap	8.25	eV
SMILES	F/C=C/C=S
E_LUMO	-0.515	eV

***

ii:
C3H3FS | ωB97M-V with the def2-TZVPD basis set

Last column: Löwdin charge in e.
Atoms and positions in Å:
S: -0.16 1.63 -0.66  0.763
F: 0.60 -2.01 0.18  0.055
C: 0.37 0.15 -0.68  -0.623
C: -0.73 -0.51 1.41  0.077
C: 0.05 -0.81 0.36  -0.471
H: 1.19 -0.30 -1.23  0.071
H: -1.19 0.50 1.42  0.046
H: -0.91 -1.22 2.22  0.082

## Properties
frontier orbital gap	8.09	eV
SMILES	C=C(F)C=S
E_LUMO	-1.064	eV

***

Q: Which of them is the most stable? A: ii.

***

i:
C18H52N4O6 | ωB97M-V with the def2-TZVPD basis set

Last column: Löwdin charge in e.
Atoms and positions in Å:
O: -2.84 -1.92 2.49  -0.245
O: 4.27 1.31 -2.39  -0.217
O: 0.50 -3.56 3.14  -0.140
O: -1.06 3.65 0.47  -0.203
O: -0.58 -2.46 0.75  -0.162
O: 1.29 -2.33 -4.05  -0.195
N: -1.42 4.31 4.05  0.026
N: 1.31 -0.06 -5.78  0.045
N: -5.39 -3.13 0.17  0.020
N: 3.42 0.86 1.11  0.026
C: -1.66 4.07 1.65  -0.249
C: -4.19 -0.95 0.12  -0.060
C: -2.44 -2.23 3.82  -0.086
C: -0.79 3.74 2.88  -0.436
C: 0.17 -4.90 3.35  -0.159
C: -4.13 -2.43 0.47  -0.426
C: -0.60 2.24 3.11  -0.058
C: 1.18 -1.05 -3.44  -0.223
C: -4.00 -2.60 2.00  -0.178
C: 4.31 0.75 -1.14  -0.248
C: 1.07 1.39 -3.88  -0.070
C: 3.40 2.93 -0.12  -0.055
C: -1.69 4.18 -0.68  -0.084
C: 0.83 -3.42 -3.22  -0.087
C: 0.08 -1.19 0.69  -0.114
C: 3.25 1.40 -0.27  -0.408
C: 5.37 1.01 -3.23  -0.090
C: 1.64 0.06 -4.31  -0.433
H: -6.09 -2.60 0.71  0.073
H: -5.01 -0.48 0.66  0.079
H: 1.54 -3.64 -2.37  0.101
H: 1.38 2.14 -4.61  0.082
H: -0.34 1.83 2.13  0.059
H: -1.41 -1.92 4.01  0.090
H: -2.57 3.61 -0.88  0.073
H: 5.09 1.18 -4.26  0.087
H: 0.25 1.97 3.80  0.093
H: -0.04 1.26 -3.89  0.087
H: 1.69 -0.93 -6.07  0.048
H: -4.43 -0.74 -0.92  0.080
H: 0.57 -5.48 2.55  0.067
H: 6.21 1.68 -2.96  0.096
H: -3.22 -0.51 0.30  0.060
H: 3.54 3.45 -1.06  0.067
H: -0.96 4.10 -1.52  0.102
H: 0.41 -0.99 -0.36  0.078
H: 5.33 0.92 -0.75  0.139
H: 0.92 -1.20 1.37  0.066
H: -1.95 5.21 -0.45  0.078
H: 0.13 -0.89 -3.21  0.119
H: 0.09 -3.27 2.32  0.014
H: -4.82 -2.16 2.58  0.131
H: 3.54 -0.17 1.15  0.077
H: 2.22 1.24 -0.67  0.125
H: 0.17 4.24 2.74  0.134
H: -3.10 -1.76 4.54  0.088
H: -0.19 -3.26 -2.85  0.088
H: -0.93 -4.96 3.27  0.067
H: -2.67 3.63 1.78  0.136
H: 0.86 -4.23 -3.91  0.068
H: -1.50 1.82 3.51  0.065
H: 0.51 -5.26 4.33  0.090
H: 4.12 -0.32 -1.24  0.125
H: -1.64 3.70 4.82  0.069
H: 5.72 0.00 -3.03  0.084
H: 1.39 1.70 -2.89  0.059
H: -1.12 5.23 4.34  0.068
H: 2.73 0.23 -4.32  0.123
H: -5.72 -3.05 -0.80  0.082
H: 2.58 0.99 1.66  0.055
H: 0.30 -0.09 -5.92  0.072
H: 1.75 -1.02 -2.51  0.118
H: -3.89 -3.66 2.33  0.131
H: -2.48 -3.31 4.00  0.080
H: -1.76 5.19 1.66  0.128
H: -1.38 -2.38 1.34  0.055
H: 4.23 3.14 0.54  0.073
H: -0.60 -0.41 1.01  0.070
H: -3.28 -2.87 -0.08  0.142
H: 2.53 3.39 0.33  0.068

## Properties
frontier orbital gap	9.68	eV
SMILES	COC[C@H](C)N.COC[C@H](C)N.COC[C@H](C)N.COC[C@H](C)N.CO.CO
E_LUMO	0.652	eV

***

ii:
C18H52N4O6 | ωB97M-V with the def2-TZVPD basis set

Last column: Löwdin charge in e.
Atoms and positions in Å:
O: 12.37 7.75 11.85  -0.211
O: 9.47 10.69 13.70  -0.105
O: 9.77 10.39 10.83  -0.122
O: 12.96 12.34 12.77  -0.203
O: 7.33 8.66 10.83  -0.211
O: 10.05 14.30 7.57  -0.201
N: 11.46 8.59 15.26  0.070
N: 9.11 15.69 9.79  0.028
N: 11.05 13.23 14.70  0.076
N: 5.12 11.26 9.51  0.043
C: 7.45 8.00 12.04  -0.105
C: 10.23 14.79 9.95  -0.432
C: 10.23 14.20 11.35  -0.055
C: 10.13 13.72 8.84  -0.215
C: 6.33 9.67 10.80  -0.187
C: 12.24 6.59 11.09  -0.125
C: 13.45 12.75 14.04  -0.224
C: 13.01 14.23 15.89  -0.076
C: 8.37 11.50 13.76  -0.208
C: 12.28 8.63 14.03  -0.439
C: 6.12 10.23 9.41  -0.434
C: 9.88 13.32 6.56  -0.099
C: 13.81 11.28 12.20  -0.051
C: 12.48 13.74 14.59  -0.439
C: 7.36 10.75 8.70  -0.061
C: 11.94 7.48 13.15  -0.231
C: 10.64 9.93 9.84  -0.141
C: 13.71 8.71 14.46  -0.075
H: 9.29 13.66 11.52  0.069
H: 8.15 7.18 11.91  0.087
H: 11.96 8.98 16.00  0.042
H: 10.26 10.06 8.83  0.069
H: 7.34 11.08 13.90  0.087
H: 13.10 13.36 16.60  0.102
H: 13.57 11.90 14.75  0.121
H: 12.49 6.87 10.04  0.106
H: 11.04 13.48 11.45  0.065
H: 9.51 13.86 5.69  0.084
H: 10.85 12.77 6.36  0.108
H: 4.66 11.41 8.62  0.083
H: 6.50 10.38 11.63  0.126
H: 10.52 8.91 15.17  0.053
H: 7.88 11.47 9.37  0.074
H: 9.18 16.56 10.33  0.079
H: 8.29 12.15 12.88  0.075
H: 9.21 13.11 8.95  0.108
H: 12.34 14.98 16.26  0.069
H: 11.15 15.33 9.72  0.133
H: 9.70 10.54 12.80  0.027
H: 13.94 10.47 12.92  0.034
H: 14.47 8.66 13.68  0.084
H: 5.39 9.14 10.98  0.120
H: 10.97 12.52 15.39  0.052
H: 10.97 13.00 8.92  0.128
H: 12.45 14.55 13.87  0.132
H: 9.09 12.62 6.90  0.074
H: 14.41 13.24 13.88  0.127
H: 11.58 10.48 9.88  0.070
H: 13.93 8.02 15.27  0.090
H: 13.88 9.76 14.77  0.067
H: 11.24 6.21 11.28  0.081
H: 9.04 15.97 8.81  0.066
H: 13.34 10.90 11.31  0.071
H: 10.90 8.89 9.99  0.071
H: 12.07 9.53 13.43  0.122
H: 8.44 12.21 14.54  0.058
H: 10.82 7.34 13.07  0.132
H: 10.31 14.93 12.14  0.076
H: 6.48 7.61 12.34  0.092
H: 14.82 11.71 11.99  0.099
H: 9.03 9.77 10.80  0.051
H: 12.36 6.47 13.44  0.144
H: 5.77 9.33 8.88  0.147
H: 14.02 14.60 15.74  0.079
H: 8.10 10.03 8.42  0.059
H: 5.51 12.16 9.73  0.072
H: 7.90 8.62 12.82  0.082
H: 7.07 11.30 7.83  0.068
H: 12.89 5.85 11.56  0.085
H: 10.87 12.68 13.86  0.035

## Properties
frontier orbital gap	9.62	eV
SMILES	COC[C@H](C)N.COC[C@H](C)N.COC[C@H](C)N.COC[C@H](C)N.CO.CO
E_LUMO	0.732	eV

***

Q: Which of them is the most stable? A: ii.

***

i:
CH3O3 | ωB97M-V with the def2-TZVPD basis set

Last column: Löwdin charge in e.
Atoms and positions in Å:
O: -1.00 0.47 0.32  -0.140
O: 1.06 -0.72 1.53  -0.154
O: 0.42 -0.10 -1.33  -0.121
C: -0.63 0.38 -0.87  -0.643
H: 0.16 -0.35 1.35  -0.021
H: 1.33 -0.55 0.61  -0.008
H: -1.33 0.87 -1.61  0.087

## Properties
frontier orbital gap	9.26	eV
total charge	-1
E_LUMO	4.696	eV

***

ii:
CH3O3 | ωB97M-V with the def2-TZVPD basis set

Last column: Löwdin charge in e.
Atoms and positions in Å:
O: 2.75 -0.14 -0.83  -0.137
O: -2.39 0.09 0.68  -0.109
O: 0.76 -0.94 -0.63  -0.113
C: 1.54 -0.02 -0.69  -0.777
H: -1.48 0.02 0.32  0.023
H: 1.11 1.00 -0.49  0.077
H: -2.29 -0.02 1.65  0.036

## Properties
frontier orbital gap	7.98	eV
total charge	-1
E_LUMO	4.048	eV

***

Q: Which of them is the most stable? A: i.

***

i:
H3N3O3 | ωB97M-V with the def2-TZVPD basis set

Last column: Löwdin charge in e.
Atoms and positions in Å:
O: -0.92 2.25 -0.17  -0.022
O: 2.63 -1.42 -0.31  -0.084
O: -0.83 0.39 0.89  -0.067
N: -2.62 -1.47 -0.04  0.052
N: -2.50 -1.05 0.97  0.016
N: -0.64 0.93 -0.15  -0.139
H: 3.10 -1.74 0.45  0.016
H: -0.90 2.53 -1.18  0.164
H: 2.66 -0.43 -0.46  0.063

## Properties
frontier orbital gap	10.64	eV
SMILES	O=NO.N#N.O
E_LUMO	0.149	eV

***

ii:
H3N3O3 | ωB97M-V with the def2-TZVPD basis set

Last column: Löwdin charge in e.
Atoms and positions in Å:
O: 0.63 1.72 0.32  -0.016
O: 2.45 0.58 -0.03  0.020
O: -1.41 0.50 0.11  -0.026
N: 0.23 -2.19 -0.49  0.032
N: 1.26 0.58 -0.11  -0.145
N: 0.64 -3.20 -0.40  0.055
H: -2.28 0.84 0.23  0.064
H: -0.31 1.60 0.33  0.005
H: -1.21 -0.43 0.04  0.011

## Properties
frontier orbital gap	10.30	eV
SMILES	O=NO.N#N.O
E_LUMO	0.534	eV

***

iii:
H3N3O3 | ωB97M-V with the def2-TZVPD basis set

Last column: Löwdin charge in e.
Atoms and positions in Å:
O: -1.64 1.15 0.23  -0.051
O: -1.43 -1.36 -0.22  0.026
O: -0.51 0.85 -0.49  -0.130
N: -0.36 -0.76 -0.08  -0.241
N: 1.68 -0.02 -0.02  0.082
N: 0.75 -0.97 0.33  0.072
H: 1.30 0.88 -0.02  0.059
H: -2.33 0.51 -0.07  0.105
H: 2.55 -0.27 0.35  0.077

## Properties
frontier orbital gap	9.97	eV
SMILES	N/N=[N+](/[O-])OO
E_LUMO	0.252	eV

***

Q: Which of them is the most stable? A: ii.

***

i:
C36H49Cl2N2O4PdSTe | ωB97M-V with the def2-TZVPD basis set

Last column: Mulliken spin population.
Atoms and positions in Å:
Te: -1.26 -2.41 -0.75  0.842
Pd: -0.43 2.23 0.61  1.336
Cl: 4.82 0.72 1.20  0.025
Cl: 0.15 2.94 3.02  0.086
S: 1.91 1.68 0.58  0.781
O: -2.57 2.72 -0.24  0.054
O: -0.25 4.43 0.13  0.113
O: -1.88 1.08 1.85  0.263
O: -0.37 2.00 -1.76  0.084
N: -1.10 -0.37 0.39  0.798
N: 1.74 5.30 0.79  -0.002
C: -1.51 -4.11 -2.02  0.082
C: 2.26 2.39 4.52  -0.027
C: 2.70 6.42 0.83  0.001
C: 3.83 1.35 2.44  0.087
C: -2.01 -6.43 -3.44  0.050
C: -0.58 -4.42 1.39  -0.088
C: -2.83 -4.40 -2.39  -0.017
C: 1.53 -4.58 2.60  0.009
C: -0.70 -6.08 -3.09  0.000
C: 2.36 -5.22 3.69  0.000
C: 2.19 6.71 -1.63  0.002
C: 0.23 -5.00 2.37  0.005
C: -1.97 -4.97 1.20  0.030
C: -2.27 -7.70 -4.21  -0.003
C: -3.41 3.62 0.49  -0.001
C: 0.34 3.02 -2.48  0.005
C: 1.75 2.32 3.25  0.083
C: -0.02 -3.37 0.64  0.138
C: -1.99 -0.09 1.32  -0.041
C: 0.91 7.45 -1.25  0.000
C: 3.26 6.76 -0.55  -0.001
C: -4.02 -3.54 -2.04  0.044
C: 2.49 1.79 2.15  0.064
C: 2.04 -3.55 1.82  -0.001
C: -3.07 -0.99 1.84  0.076
C: -3.05 -5.58 -3.09  -0.005
C: 1.02 -4.58 -2.10  0.049
C: 0.51 5.41 0.28  -0.029
C: 1.29 -2.93 0.83  -0.086
C: 4.33 1.41 3.72  -0.045
C: -1.72 1.84 -2.22  -0.001
C: -0.42 -4.91 -2.40  -0.037
C: -2.61 2.90 -1.64  0.000
C: 3.55 1.92 4.75  0.149
C: 0.05 6.78 -0.14  0.008
C: 1.96 -1.88 -0.02  0.092
H: 1.16 8.47 -0.94  0.001
H: 3.07 -3.23 1.98  0.000
H: 0.30 2.79 -3.54  0.003
H: 1.38 2.98 -2.15  0.002
H: -2.29 3.91 -1.91  -0.001
H: -0.98 6.67 -0.45  0.001
H: -3.79 -2.47 -2.02  -0.003
H: 1.26 -1.17 -0.46  -0.006
H: -3.75 -0.42 2.46  0.002
H: -4.06 -5.84 -3.37  0.002
H: -1.80 -7.65 -5.20  0.004
H: -2.61 -1.78 2.45  -0.006
H: 3.39 -4.88 3.66  0.000
H: -2.04 0.87 -1.86  0.004
H: -0.19 -5.80 2.97  0.002
H: 0.04 7.40 0.77  0.001
H: -4.44 -3.81 -1.07  -0.003
H: -3.63 2.76 -2.01  0.004
H: 0.12 -6.72 -3.40  0.002
H: 2.68 -1.31 0.57  -0.015
H: 2.19 7.29 1.26  0.000
H: 2.35 -6.31 3.58  0.001
H: 1.94 -4.99 4.67  0.001
H: 5.34 1.05 3.91  0.002
H: -0.07 4.01 -2.29  -0.002
H: 0.28 7.55 -2.14  0.000
H: -1.84 -8.56 -3.70  0.004
H: 3.48 6.15 1.53  0.000
H: 1.68 -5.01 -2.86  0.002
H: 1.67 2.81 5.32  0.003
H: -2.68 -4.23 0.80  0.001
H: 2.09 4.37 0.96  0.013
H: -1.96 -5.81 0.50  0.000
H: -3.09 4.65 0.32  -0.001
H: -1.75 1.86 -3.31  0.002
H: -4.45 3.50 0.17  0.001
H: 3.69 7.77 -0.50  0.000
H: -3.32 3.37 1.54  0.001
H: -4.81 -3.68 -2.78  0.002
H: -3.33 -7.87 -4.36  0.000
H: 2.59 7.15 -2.55  0.000
H: 1.20 -3.51 -2.09  -0.009
H: 2.52 -2.34 -0.84  0.002
H: -3.63 -1.47 1.04  -0.004
H: 1.33 -4.99 -1.13  0.001
H: 3.96 1.97 5.75  0.007
H: -2.38 -5.33 2.14  0.003
H: 1.96 5.67 -1.88  0.001
H: 4.08 6.08 -0.80  0.001

## Properties
⟨S²⟩	8.802
frontier orbital gap (alpha / beta)	8.38 / 5.06	eV
2S+1	6
total charge	+2
E_LUMO (alpha / beta)	-4.578 / -8.121	eV

***

ii:
C36H49Cl2N2O4PdSTe | ωB97M-V with the def2-TZVPD basis set

Last column: Mulliken spin population.
Atoms and positions in Å:
Te: -0.82 0.25 -3.43  0.886
Pd: 0.42 0.41 0.17  1.476
Cl: 3.82 4.87 -0.93  0.032
Cl: 2.15 0.68 2.13  0.041
S: 1.76 2.57 -0.44  0.820
O: -1.70 -1.49 -0.58  -0.001
O: 0.55 -1.58 1.16  0.039
O: -1.83 2.43 -2.85  0.254
O: -1.41 0.73 1.42  0.072
N: -0.58 1.22 -1.45  0.487
N: 2.56 -2.49 0.67  0.002
C: 3.03 -4.85 0.04  0.000
C: -0.27 -1.67 -5.90  -0.008
C: -2.44 -0.50 -5.93  -0.061
C: -3.49 0.35 -5.27  0.051
C: 1.53 -5.08 0.22  0.000
C: -2.61 0.14 0.88  -0.011
C: -0.54 -2.13 -7.19  0.020
C: 2.38 2.58 -5.16  0.003
C: 1.15 -3.59 2.31  0.003
C: 3.23 2.01 1.81  0.106
C: 1.14 1.99 -4.93  -0.159
C: -1.71 -1.80 -7.86  0.008
C: 1.41 -2.48 1.33  -0.013
C: 1.06 1.02 -3.92  0.137
C: -1.32 2.28 -1.70  0.010
C: 4.99 4.10 1.34  -0.052
C: 1.05 -4.99 1.66  0.001
C: 3.39 1.26 -3.45  -0.003
C: 4.25 2.23 2.70  -0.025
C: 3.02 2.81 0.65  0.028
C: -2.65 -1.00 -7.21  0.020
C: 2.18 -0.44 -2.12  0.081
C: 1.00 -2.08 -5.22  0.059
C: 5.13 3.29 2.46  0.155
C: -0.04 2.39 -5.76  0.071
C: -1.59 -2.84 -0.98  0.032
C: -1.22 -0.84 -5.34  0.270
C: -1.98 -2.31 -9.24  0.002
C: 3.51 2.23 -4.43  0.006
C: 2.18 0.63 -3.18  -0.085
C: -2.52 -1.33 0.56  0.001
C: -1.22 0.45 2.81  -0.014
C: 4.83 2.90 -4.71  0.002
C: 3.52 -3.60 0.76  -0.001
C: 3.96 3.87 0.45  0.126
C: -1.56 3.34 -0.67  0.061
H: -0.45 1.13 3.17  0.006
H: 0.19 -2.78 -7.67  0.007
H: -3.85 -0.11 -4.35  -0.001
H: 2.57 -1.38 -2.52  0.005
H: 2.45 3.33 -5.93  0.000
H: 0.91 -2.04 -4.13  0.014
H: 5.60 2.55 -4.04  0.000
H: 1.26 -3.11 -5.49  0.003
H: 1.94 -3.56 3.06  0.000
H: -2.12 -1.90 1.41  0.000
H: 2.83 -0.15 -1.29  0.017
H: 0.01 -5.31 1.70  0.000
H: 0.98 -4.37 -0.40  0.000
H: -0.81 3.33 0.12  -0.010
H: 5.67 4.92 1.16  0.003
H: 3.27 -4.80 -1.02  0.000
H: -0.93 -2.88 -1.85  -0.006
H: -4.34 0.47 -5.93  0.002
H: -2.54 3.17 -0.21  0.002
H: 4.36 1.60 3.57  0.004
H: 1.61 -5.70 2.28  0.000
H: -3.12 1.35 -5.03  -0.010
H: 1.27 -6.07 -0.18  0.000
H: 2.70 -1.78 -0.03  -0.001
H: -1.18 -2.96 -9.59  0.000
H: 3.59 -5.70 0.44  0.000
H: -0.36 1.57 -6.41  -0.011
H: -3.53 -1.69 0.36  0.001
H: -0.90 2.68 -5.14  -0.021
H: -1.16 -3.45 -0.17  0.004
H: -3.57 -0.75 -7.72  0.004
H: 5.93 3.48 3.16  0.007
H: -3.41 0.32 1.60  0.004
H: -2.83 0.70 -0.03  -0.001
H: -2.57 -3.25 -1.25  0.007
H: 3.70 -3.80 1.82  0.000
H: 5.15 2.72 -5.73  0.000
H: 0.21 3.24 -6.39  0.001
H: -0.90 -0.58 2.96  0.000
H: 0.22 -3.33 2.83  0.001
H: -2.91 -2.87 -9.27  0.001
H: -2.07 -1.49 -9.95  0.001
H: 1.17 -0.68 -1.72  0.041
H: 4.74 3.98 -4.59  0.000
H: 4.27 0.97 -2.88  -0.005
H: -1.58 4.31 -1.16  -0.002
H: -2.15 0.64 3.35  0.002
H: 4.46 -3.24 0.35  0.000
H: 1.83 -1.44 -5.52  0.001

## Properties
⟨S²⟩	8.802
frontier orbital gap (alpha / beta)	8.20 / 5.20	eV
2S+1	6
total charge	+2
E_LUMO (alpha / beta)	-4.530 / -8.126	eV

***

Q: Which of them is the most stable? A: i.

***

i:
C2H5N3S2 | ωB97M-V with the def2-TZVPD basis set

Last column: Löwdin charge in e.
Atoms and positions in Å:
S: -0.39 -0.64 -0.59  0.892
S: -3.06 0.10 0.26  0.561
N: 2.10 -0.76 0.17  -0.109
N: 3.34 -0.10 0.59  -0.013
N: 1.44 1.37 -0.45  0.093
C: -1.43 0.25 0.42  -1.096
C: 1.24 0.16 -0.19  -0.782
H: 3.56 0.37 -0.39  0.116
H: -0.96 1.09 1.00  0.037
H: 3.22 0.77 1.15  0.077
H: 1.75 -1.50 0.87  0.165
H: 0.69 1.89 -0.90  0.057

## Properties
frontier orbital gap	8.40	eV
SMILES	[H]/N=C(/NN)SC=S
E_LUMO	-0.537	eV

***

ii:
C2H5N3S2 | ωB97M-V with the def2-TZVPD basis set

Last column: Löwdin charge in e.
Atoms and positions in Å:
S: 2.47 0.22 -0.41  0.651
S: 0.02 1.95 0.27  0.787
N: -0.35 0.33 0.13  -0.528
N: 1.66 -0.86 0.61  -0.367
N: -2.33 -0.88 -0.46  0.112
C: 0.44 -0.51 0.87  -0.409
C: -1.70 0.19 -0.21  -0.368
H: -2.36 1.12 -0.24  0.115
H: -0.15 -1.11 1.53  0.118
H: 3.32 -0.96 -0.64  -0.050
H: -1.63 -1.60 -0.48  0.036
H: 0.62 2.10 -0.99  -0.097

## Properties
frontier orbital gap	9.15	eV
SMILES	[H]/N=C\N(S)/C=N\S
E_LUMO	0.285	eV

***

Q: Which of them is the most stable? A: i.